The following is a quantum chemistry calculation of a structure of composition C42H67N4O7S3SiSr, from the OMol25 dataset.

The geometry in XYZ format:
```
125
Properties=species:S:1:pos:R:3
Sr 1.19750 0.52025 0.51728
C -4.42755 -3.96974 0.23905
C -4.09335 -3.78386 1.72717
C -4.11941 -5.15583 2.39758
C -5.18589 -2.92350 2.37329
C -2.72748 -3.10052 1.86290
C -2.55619 -1.81479 1.37428
C -1.32139 -1.16046 1.44233
N -1.02770 0.13438 1.10611
C -1.73274 1.21348 0.70948
C -3.04059 1.24207 0.15760
C -3.66484 2.42204 -0.14912
C -2.96631 3.62366 0.12672
C -1.67122 3.70005 0.59981
C -0.98072 2.47561 0.87996
O 0.23948 2.42438 1.28559
C -1.05870 5.10392 0.80201
C 0.46111 5.10920 1.03077
C -1.32478 5.97458 -0.44112
C -1.71862 5.75931 2.02413
C -5.06436 2.48202 -0.76842
C -5.03089 3.32787 -2.05064
C -5.58571 1.09000 -1.13100
C -6.04417 3.11978 0.22560
C -0.15744 -1.86092 1.99137
O 0.99058 -1.23824 1.98590
C -0.34118 -3.15476 2.52423
C -1.61631 -3.72624 2.43141
C 0.75939 -3.98876 3.21733
C 2.17415 -3.38296 3.18302
C 0.37905 -4.16625 4.69453
C 0.84980 -5.37077 2.54839
H -5.39053 -4.48087 0.11670
H -3.65194 -4.56137 -0.25503
H -4.48371 -3.00687 -0.27660
H -5.12592 -5.58047 2.31081
H -3.86810 -5.08893 3.46133
H -3.41768 -5.85104 1.92574
H -6.17035 -3.38352 2.22614
H -5.21667 -1.91817 1.94618
H -5.00640 -2.82082 3.44825
H -3.40229 -1.28739 0.95294
H -3.51222 0.29982 -0.07442
H -3.48455 4.55725 -0.07416
H 1.00077 4.63003 0.20953
H 0.74937 4.58521 1.93995
H 0.78422 6.15476 1.09731
H -1.02924 5.44261 -1.35017
H -0.74680 6.90358 -0.37152
H -2.37796 6.25133 -0.54057
H -1.54763 5.15630 2.92084
H -2.79981 5.85718 1.88482
H -1.30070 6.75923 2.19737
H -4.29290 2.93003 -2.75392
H -4.76479 4.36816 -1.84271
H -6.01380 3.32217 -2.53616
H -4.90744 0.57247 -1.81608
H -6.55998 1.18083 -1.62253
H -5.71666 0.46054 -0.24405
H -5.71014 4.11822 0.52222
H -6.12057 2.51032 1.13134
H -7.04413 3.21157 -0.21818
H -1.74716 -4.72166 2.84179
H 2.25299 -2.47784 3.78790
H 2.50196 -3.12299 2.17999
H 2.86221 -4.13157 3.59748
H 0.32111 -3.19350 5.19221
H 1.13556 -4.77035 5.21148
H -0.59090 -4.66231 4.80367
H 1.08814 -5.26691 1.48633
H -0.07829 -5.94298 2.63200
H 1.64678 -5.95619 3.02142
C 1.48715 4.91798 -2.96497
O 0.62720 3.85150 -2.54617
C 1.16476 2.74761 -2.01594
O 0.43308 1.88143 -1.57652
N 2.53987 2.71291 -1.96726
N 3.05275 1.50198 -1.45743
H 0.82668 5.74556 -3.20331
H 2.04814 4.62804 -3.85346
H 2.15963 5.20687 -2.15676
H 2.97955 3.04539 -2.81777
H 3.97859 1.65950 -1.08060
H 3.11673 0.83555 -2.22697
O 2.08206 0.16675 4.13374
H 1.57332 -0.33414 3.46103
H 2.98380 0.12873 3.79362
O 0.99496 -0.98008 -1.31237
H 0.82419 -0.50007 -2.14268
H 1.87297 -1.38492 -1.39940
C -0.88251 0.91408 -7.81191
O 0.07896 0.55262 -6.81450
C -0.33368 0.06380 -5.66920
S -1.87463 -0.29834 -5.25654
S 1.04997 -0.11529 -4.53012
H -0.28257 1.22022 -8.66344
H -1.50003 1.73719 -7.45769
H -1.52208 0.07058 -8.05696
S 2.08250 2.60338 -5.41755
C 2.13960 1.23109 -4.49659
C 3.07980 -3.90050 -0.59306
Si 4.35358 -2.63734 -1.13355
C 5.97346 -3.59088 -1.10712
C 4.03853 -2.30544 -2.95172
N 4.21064 -1.22400 -0.23268
C 5.08046 -0.59892 0.58959
C 6.48509 -0.89379 0.71565
C 7.32148 -0.21937 1.59102
C 6.86231 0.80723 2.42128
C 5.51300 1.13163 2.33149
C 4.66587 0.46170 1.45891
H 2.84176 -4.60143 -1.40439
H 2.14223 -3.44283 -0.25121
H 3.48033 -4.47796 0.24973
H 5.82355 -4.52064 -1.67009
H 6.28526 -3.85264 -0.08855
H 6.79094 -3.03278 -1.57971
H 3.70971 -3.21595 -3.47260
H 4.96606 -1.95851 -3.42546
H 3.28438 -1.53149 -3.14276
H 6.90235 -1.67965 0.09819
H 8.36915 -0.50488 1.62973
H 7.52458 1.32990 3.09922
H 5.10325 1.92392 2.95214
H 3.63394 0.75387 1.43654
```

Summary:
**Net charge**: -2
**Total energy**: -106158.2449 eV
**E_HOMO (alpha / beta)**: -0.061 / -0.076 Eh
**Expectation value of S²**: 0.793
**Spin multiplicity**: 2